DFT (ωB97M-V/def2-TZVPD) results for a structure of composition C2H24HfO17.

As for the net charge: +2. The value obtained for the HOMO-LUMO gap is 5.390 eV. The value obtained for the electronic energy is -1417.14446 Eh.

Cartesian coordinates (Å):
Hf 2.3724 -2.3718 0.6992
C 0.5061 0.1567 0.0771
O 0.7519 1.3643 0.1177
O -0.5807 -0.3865 -0.5549
O 1.1614 -0.8124 0.4731
H -1.0504 0.1989 -1.1979
C 0.4140 -3.6033 -0.2150
O 0.5398 -3.2222 0.9495
O -0.5823 -4.3730 -0.6549
O 1.3725 -3.2079 -0.8030
H -1.3253 -4.3838 -0.0138
O -3.0448 -1.5860 -2.2266
H -2.7835 -1.5245 -1.3368
H -3.4009 -0.7143 -2.3754
O 3.1974 -1.2564 -0.9714
H 4.0571 -0.8831 -1.1925
H 2.7916 -1.3508 -1.8690
O 1.9938 3.8332 0.6400
H 2.5992 3.3928 1.3042
H 1.1974 3.9852 1.1161
O 1.9212 -1.7677 2.6969
H 1.3443 -2.2502 3.2988
H 2.1208 -0.9036 3.1031
O -2.1738 1.3645 -2.0959
H -1.8893 2.2397 -2.2071
H -2.6224 1.2828 -1.2413
O 2.0863 1.4591 -2.3683
H 1.3405 1.8091 -1.8913
H 1.6241 0.9162 -3.0189
O -1.2969 3.3361 -0.3103
H -1.7224 3.1568 0.5257
H -0.5620 2.7241 -0.3139
O -1.3338 1.6610 2.1830
H -1.2105 0.8305 2.6405
H -0.4310 1.8963 1.9475
O -3.1979 0.6176 0.6754
H -2.3605 0.9580 0.9505
H -3.3333 -0.1444 1.2255
O -2.7355 -2.3568 0.3788
H -3.1350 -2.0367 1.2210
H -1.9769 -1.8066 0.3603
O 3.2902 1.1245 0.4255
H 3.6935 1.2270 -0.4336
H 2.3737 1.4080 0.2827

Mulliken population analysis, charges in e, atoms 1 to 8:
1. Hf 1.381
2. C 0.764
3. O -0.395
4. O -0.181
5. O -0.211
6. H 0.275
7. C 1.111
8. O -0.532



DFT (ωB97M-V/def2-TZVPD) results for a structure of composition C2H24NO8.

As for the net charge: +1. The value obtained for the HOMO-LUMO gap is 11.078 eV. The value obtained for the electronic energy is -746.96855 Eh.

Cartesian coordinates (Å):
C -0.5807 3.6440 0.6506
N 0.1656 2.6585 -0.2278
C 1.3001 3.4295 -0.8585
H -1.4893 3.1535 1.0051
H 0.0515 3.6063 1.5603
H -0.4591 4.6836 0.3412
H -0.4792 2.3187 -0.9866
H 0.6116 1.9331 0.3205
H 1.9455 3.8834 -0.1334
H 0.9540 3.9861 -1.7261
H 1.9921 2.6839 -1.3105
H -1.7083 0.1970 -0.3646
H -0.8832 0.3322 -1.6637
O -1.5008 0.8428 -1.0743
H 2.8572 -1.5652 -0.4621
H 1.6666 -1.9053 0.3462
O 1.9350 -1.2824 -0.3768
H 0.9776 0.0759 -2.6570
H 0.8880 -0.8454 -1.5207
O 0.3554 -0.5894 -2.3265
H -2.2830 -1.2409 1.1772
H -3.6687 -0.7023 0.9806
O -2.7538 -0.4495 0.8641
H -0.1535 -2.7560 1.9203
H 1.1472 -3.0772 2.3538
O 0.7443 -2.4034 1.7813
H -1.9123 -3.2105 1.6050
H -1.0353 -3.1591 0.3585
O -1.0939 -2.8302 1.2716
H -0.3098 -3.7964 -2.0474
H -0.2327 -2.2341 -2.0869
O -0.4279 -3.0065 -1.5103
H 1.4416 0.9941 2.4366
H 1.8284 0.6703 1.1145
O 1.8260 1.4598 1.6826

Mulliken population analysis, charges in e, atoms 1 to 8:
1. C -0.886
2. N 0.184
3. C -1.005
4. H 0.347
5. H 0.367
6. H 0.353
7. H 0.340
8. H 0.200



DFT (ωB97M-V/def2-TZVPD) results for a structure of composition C2H27FHfO12.

As for the net charge: +2. The value obtained for the HOMO-LUMO gap is 4.107 eV. The value obtained for the electronic energy is -1141.72508 Eh.

Cartesian coordinates (Å):
Hf 2.2276 -0.1627 -2.2384
F 1.4980 -1.7766 -2.6311
C 0.0573 -0.1618 0.4214
C -0.0485 -0.3882 -1.0392
O 0.7220 0.3265 -1.8917
H 1.0534 -0.1795 0.8638
H -0.5225 -0.8325 1.0555
H -0.3981 0.7952 0.6759
H -1.1183 -0.4118 -1.2467
H 0.3038 -1.4145 -1.1434
O -1.3552 2.1924 0.6579
H -1.1391 1.3991 0.1678
H -0.5204 2.4818 1.0262
O 1.7965 -2.0146 0.9940
H 1.6697 -1.1370 0.6334
H 1.2183 -2.0468 1.7562
O -1.6813 1.3735 -1.7996
H -1.0694 0.7148 -2.1282
H -1.1242 2.0992 -1.5182
O -2.8669 -0.0971 -1.1008
H -2.1755 0.5152 -1.3523
H -2.5927 -0.4312 -0.2468
O -2.5668 -0.2143 0.8953
H -3.1193 0.2638 1.5137
H -2.3992 -1.0541 1.3229
O 1.0160 -3.0421 -0.9286
H 0.9446 -2.5147 -1.7243
H 0.1236 -3.0790 -0.5843
O -0.8541 0.9960 2.6056
H -1.0260 1.0309 1.6646
H -1.2650 1.7872 2.9540
O 2.4283 0.7940 1.6307
H 1.7545 1.4708 1.5665
H 3.1671 1.2303 2.0551
O -0.6832 -1.3316 -3.4385
H -0.3233 -0.6040 -2.9311
H -1.6136 -1.1251 -3.5274
O 2.5245 0.8386 -0.6753
H 2.5120 0.6702 0.2669
H 2.5962 1.7903 -0.7481
O 1.0093 0.3989 3.1078
H 0.1955 0.6089 2.6499
H 1.6442 0.2416 2.4090

Mulliken population analysis, charges in e, atoms 1 to 8:
1. Hf 1.637
2. F -0.353
3. C 2.379
4. C 0.221
5. O -0.543
6. H -2.934
7. H 0.858
8. H -1.725



DFT (ωB97M-V/def2-TZVPD) results for a structure of composition C2H2AgFO2.

As for the net charge: -1. The spin multiplicity is 2. The value obtained for the HOMO-LUMO gap (spin up / spin down) is 5.358 / 8.196 eV. The value obtained for the electronic energy is -474.70131 Eh.

Cartesian coordinates (Å):
H 0.4723 0.5029 1.4202
O 0.4021 -1.3258 -0.8522
C 0.7669 -0.3343 -0.2778
C -0.1332 0.6448 0.4378
O -1.4154 0.2686 0.4218
F 2.0230 0.1286 -0.4949
H 0.1047 1.6560 0.0297
Ag -2.2204 -1.5408 -0.6845

How is the electron density shared among the atoms? According to Mulliken, the charges in e are:
1. H 0.144
2. O -0.383
3. C 0.421
4. C -0.004
5. O -0.781
6. F -0.255
7. H 0.250
8. Ag -0.391



DFT (ωB97M-V/def2-TZVPD) results for a structure of composition C2H2AuLiO2.

As for the net charge: +3. The spin multiplicity is 4. The value obtained for the HOMO-LUMO gap (spin up / spin down) is 8.244 / 8.608 eV. The value obtained for the electronic energy is -369.48766 Eh.

Cartesian coordinates (Å):
H -0.1706 -1.2563 -2.1847
O 0.8758 0.6281 1.0352
C -0.2400 0.8463 0.4655
C -0.9121 -0.0105 -0.3966
O -0.3000 -1.1348 -0.7277
Li 1.8267 2.1680 1.6854
Au 0.8332 -1.4410 0.9020
H -1.9130 0.2003 -0.7790

How is the electron density shared among the atoms? According to Mulliken, the charges in e are:
1. H 0.711
2. O -0.602
3. C 0.641
4. C 0.197
5. O -0.619
6. Li 0.950
7. Au 1.237
8. H 0.485



DFT (ωB97M-V/def2-TZVPD) results for a structure of composition C2H2BeLiO2.

As for the net charge: +1. The value obtained for the HOMO-LUMO gap is 7.968 eV. The value obtained for the electronic energy is -249.82817 Eh.

Cartesian coordinates (Å):
H 2.1047 1.5697 0.2168
O 0.7014 -1.7328 0.2105
C 0.9412 -0.5409 0.3370
C 0.0579 0.5200 -0.2625
O -0.4287 0.4091 -1.4024
Li -1.9667 -0.3919 -2.0199
Be 2.3218 0.1725 0.5811
H -0.4924 1.0982 0.5136

How is the electron density shared among the atoms? According to Mulliken, the charges in e are:
1. H -0.048
2. O -0.565
3. C 1.307
4. C -0.314
5. O -0.621
6. Li 0.952
7. Be -0.022
8. H 0.310



Energy relative to the best compared isomer or geometry (same formula, charge and spin) per entry: 116.73 83.70 379.41 0.00 20.80 82.56 kcal per mole